Formula: C10H16O
Source: the OMol25 dataset
Level of theory: ωB97M-V/def2-TZVPD

XYZ file:
```
27
Properties=species:S:1:pos:R:3:forces:R:3:mulliken_charge:R:1
C -0.07302 -2.76152 0.64216 0.477 -0.598 -0.812 -1.240
C 0.61844 -1.54882 1.17990 0.097 0.482 0.056 0.493
C 1.99693 -1.44175 1.29312 -0.095 -0.211 -0.206 -0.651
C 2.59720 -0.21690 1.56658 -0.231 -0.044 -0.636 -0.576
C 1.80603 0.89985 1.77782 0.240 0.109 0.210 0.863
O 2.33905 2.15147 1.79762 -0.107 0.341 0.464 -0.530
C 0.42801 0.77275 1.95007 0.467 -0.699 -0.142 -0.628
C -0.12798 -0.41890 1.51750 -0.266 -0.160 0.665 -0.409
H -0.54384 -2.51264 -0.31509 -0.457 0.097 0.304 0.213
H -0.77208 -3.25185 1.31693 -0.195 0.278 0.026 0.331
H 0.63103 -3.53632 0.32387 0.232 0.069 0.359 0.367
H 2.60372 -2.31521 1.08261 0.100 0.074 0.014 0.336
H 3.66596 -0.09743 1.43910 0.090 -0.045 0.207 0.253
H 3.29246 2.10965 1.69085 0.099 -0.079 0.025 0.301
H -0.14610 1.51095 2.48802 -0.131 0.428 -0.593 0.398
H -1.20202 -0.49714 1.48123 -0.295 -0.068 0.196 0.455
C -0.46603 0.78524 -2.61214 0.270 1.091 0.932 -1.339
C -1.55522 0.51176 -1.56831 0.081 -0.077 -0.707 0.806
C -2.64446 1.59262 -1.55652 0.176 -0.052 0.916 -1.242
H 0.11835 -0.09850 -2.84793 -0.084 -0.042 -0.372 0.340
H -0.87654 1.32619 -3.46433 -0.109 -0.645 -0.421 0.399
H 0.23258 1.53408 -2.21059 0.052 -0.240 0.120 0.306
H -2.02394 -0.42380 -1.84031 -0.273 -0.388 -0.053 0.282
H -1.11829 0.31819 -0.59108 0.068 0.353 -0.044 -0.519
H -3.52982 1.22502 -2.06908 -0.053 0.324 -0.206 0.287
H -2.93233 1.82416 -0.53014 -0.216 -0.147 0.083 0.350
H -2.31809 2.55884 -1.94185 0.062 -0.152 -0.384 0.355
```
Forces are in eV/Å.

Summary:
Kohn-Sham gap = 9.208 eV
2S+1 = 1
Highest occupied orbital energy = -8.345 eV
Charge = 0
Energy above the lowest of the compared OMol25 structures with the same formula, charge and spin = 119.5 kJ/mol
SMILES = Cc1ccc(O)cc1.CCC
E = -12676.4868 eV


Formula: C4H10NOS
Source: the OMol25 dataset
Level of theory: ωB97M-V/def2-TZVPD

XYZ file:
```
17
Properties=species:S:1:pos:R:3:forces:R:3:mulliken_charge:R:1
N 0.98993 1.05955 0.93704 -0.267 -2.951 0.944 -0.904
C -0.10228 -0.12303 0.96078 1.001 2.950 -0.608 0.071
C 0.40606 -1.41737 1.58918 -1.297 0.329 0.880 -0.474
O 0.50631 -1.33973 2.92537 0.970 0.070 -0.304 -0.866
C -0.58286 -0.34057 -0.45682 0.141 -0.030 -1.897 -0.726
C -0.46215 0.84944 -1.44895 -1.050 0.542 0.447 -0.512
S -0.63257 0.44389 -3.28976 0.447 -1.310 1.240 -0.276
H 1.81106 0.50865 0.61972 -0.122 0.617 0.016 0.272
H 1.13289 1.01169 1.96153 0.325 0.466 -0.378 0.372
H -0.77487 0.41461 1.63910 -0.795 -0.814 -0.351 0.336
H -0.35172 -2.20493 1.31545 0.173 0.003 -0.500 0.151
H 1.28609 -1.59586 0.91521 0.589 -0.488 0.356 0.169
H -1.61072 -0.71462 -0.44038 0.091 -0.059 -0.166 0.350
H 0.03766 -1.07644 -0.98751 0.004 -0.626 0.734 0.242
H -1.36772 1.43551 -1.29233 0.380 0.613 0.135 0.269
H 0.45126 1.42010 -1.21520 -0.539 -0.240 -0.440 0.432
H -0.73638 1.66911 -3.73243 -0.052 0.926 -0.111 0.095
```
Forces are in eV/Å.

Summary:
Kohn-Sham gap = 5.686 eV
2S+1 = 1
Highest occupied orbital energy = -2.746 eV
Charge = -1
Energy above the lowest of the compared OMol25 structures with the same formula, charge and spin = 301.4 kJ/mol
SMILES = N[C@H](C[O-])CCS
E = -18681.9720 eV


Formula: C23H28N4OS
Source: the OMol25 dataset
Level of theory: ωB97M-V/def2-TZVPD

XYZ file:
```
57
Properties=species:S:1:pos:R:3:forces:R:3:mulliken_charge:R:1
C -1.31526 -0.24532 3.71882 -0.179 0.023 -0.146 -1.382
C -2.09722 -0.47289 2.42805 0.294 -0.058 0.060 -0.780
C -1.15333 -0.78390 1.26209 -0.298 -0.186 -0.016 -0.095
C -1.79810 -1.15658 -0.09364 0.238 -0.065 0.320 -0.535
O -1.09316 -1.50453 -1.01602 0.225 -0.034 -0.136 -0.742
N -3.13542 -1.06725 -0.17163 -0.496 0.072 0.154 -0.065
C -3.87096 -1.37439 -1.38288 0.090 -0.162 -0.380 -0.286
C -5.05814 -2.29425 -1.07492 0.061 -0.060 -0.022 -0.924
C -6.24957 -1.36520 -0.77238 -0.131 -0.010 0.065 -0.661
C -5.77909 0.06208 -1.09903 -0.036 0.030 -0.122 -0.607
C -4.53375 -0.12314 -1.96479 0.080 -0.003 0.098 -0.907
N -0.26298 0.32183 1.00904 0.329 -0.016 0.031 0.749
C 1.08299 0.36940 1.23706 0.175 0.219 0.000 0.274
S 1.91459 -0.95086 1.98835 0.223 -0.330 0.321 -0.094
C 3.64885 -0.41433 1.70882 -0.462 0.011 0.017 -1.189
C 4.08663 -0.74950 0.32202 0.119 0.022 -0.130 0.546
C 4.50432 -2.03837 0.00895 0.027 0.062 -0.014 -0.746
C 4.88111 -2.34560 -1.28430 0.016 -0.121 0.068 -0.639
C 4.83720 -1.37640 -2.27238 -0.040 0.077 -0.028 -0.676
C 4.41482 -0.08732 -1.97884 0.029 -0.106 -0.025 0.642
C 4.36172 0.97556 -3.03361 0.033 0.022 0.024 -1.393
C 4.04321 0.21409 -0.67472 0.116 -0.059 0.005 -0.006
N 1.64635 1.49365 0.88190 0.362 -0.077 0.151 -0.466
C 0.63519 2.25164 0.36218 -0.834 -0.237 -0.048 0.149
C 0.63332 3.53141 -0.17936 -0.113 -0.214 0.062 -0.738
C -0.59131 4.00534 -0.61049 0.253 0.261 -0.067 -0.451
N -1.73705 3.33272 -0.53753 -0.418 0.146 -0.150 -0.674
C -1.75000 2.11728 -0.02630 -0.137 -0.328 0.125 -0.773
C -0.58416 1.53029 0.43383 0.441 0.869 -0.201 0.886
H -1.99788 -0.06130 4.54464 -0.005 0.013 0.099 0.461
H -0.70732 -1.11524 3.95588 0.076 -0.075 0.079 0.306
H -0.65713 0.61514 3.62386 0.081 0.066 0.034 0.284
H -2.77575 -1.31727 2.56719 -0.080 0.030 -0.071 0.489
H -2.68080 0.42448 2.20788 -0.109 -0.043 -0.065 0.334
H -0.51701 -1.63640 1.53692 -0.199 0.097 -0.140 0.963
H -3.67831 -0.74528 0.61166 0.197 0.000 0.142 0.349
H -3.14779 -1.82318 -2.06680 -0.121 0.055 0.104 0.588
H -4.83144 -2.96181 -0.24441 0.037 -0.081 -0.053 0.351
H -5.26818 -2.91013 -1.94808 0.006 -0.047 -0.013 0.324
H -7.10424 -1.63613 -1.39066 -0.058 -0.015 0.055 0.355
H -6.56360 -1.44523 0.26812 -0.090 -0.025 -0.008 0.303
H -5.52370 0.60112 -0.18492 -0.006 0.076 0.041 0.188
H -6.54792 0.63695 -1.61167 -0.012 0.101 0.079 0.478
H -4.81843 -0.32297 -2.99763 -0.010 -0.009 -0.084 0.368
H -3.87159 0.74078 -1.95130 0.060 0.017 -0.094 0.370
H 3.66171 0.65686 1.89808 0.130 -0.062 0.075 0.436
H 4.22409 -0.95193 2.46203 -0.036 0.058 0.016 0.563
H 4.52737 -2.79650 0.77887 0.014 -0.093 0.079 0.415
H 5.20682 -3.34672 -1.52629 0.029 -0.080 -0.021 0.377
H 5.12862 -1.62722 -3.28237 0.021 -0.011 -0.105 0.362
H 4.49438 0.54967 -4.02499 -0.001 0.025 -0.085 0.361
H 3.40671 1.49665 -2.99866 -0.050 0.064 -0.060 0.308
H 5.14908 1.71067 -2.86575 0.025 0.077 -0.060 0.323
H 3.70011 1.20883 -0.43098 -0.010 0.062 0.032 0.450
H 1.53509 4.11611 -0.25515 0.097 0.087 -0.015 0.480
H -0.67733 4.99235 -1.04479 0.109 0.099 -0.020 0.378
H -2.71188 1.62368 0.00466 -0.058 -0.131 0.040 0.620
```
Forces are in eV/Å.

Summary:
Kohn-Sham gap = 8.815 eV
2S+1 = 1
Highest occupied orbital energy = -8.292 eV
Charge = 0
Energy above the lowest of the compared OMol25 structures with the same formula, charge and spin = 0.0 kJ/mol
SMILES = CC[C@@H](C(=O)NC1CCCC1)n1c(SCc2cccc(C)c2)nc2ccncc21
E = -43150.2162 eV


Formula: C24H29NO5
Source: the OMol25 dataset
Level of theory: ωB97M-V/def2-TZVPD

XYZ file:
```
59
Properties=species:S:1:pos:R:3:forces:R:3:mulliken_charge:R:1
C 2.27188 4.19574 1.16819 -0.081 -0.371 -0.165 -1.166
C 2.63290 2.83544 0.58924 0.346 0.230 0.382 -0.290
O 1.49388 2.19379 0.01511 -0.057 0.049 -0.323 -0.244
C 0.68373 1.53433 0.84938 -0.174 -0.172 0.093 -0.544
O 0.87787 1.45169 2.03521 0.052 0.058 0.096 -0.619
C -0.53672 0.97149 0.12901 -0.113 0.052 -0.010 2.942
C -1.50549 2.18118 0.03086 0.036 -0.135 -0.029 -1.981
C -2.82038 1.84296 -0.61019 -0.017 0.157 -0.156 -0.048
C -2.98982 1.95704 -1.98207 0.072 0.049 0.089 -0.430
C -4.20298 1.62492 -2.56352 -0.075 -0.046 0.023 -0.717
C -5.25200 1.17965 -1.78805 -0.096 -0.052 0.159 -0.632
C -5.09907 1.07055 -0.40528 0.024 0.011 -0.148 0.664
O -6.19197 0.63030 0.27984 0.046 0.061 -0.341 -0.457
C -6.09891 0.48716 1.67572 0.017 -0.016 0.220 -0.751
C -3.88284 1.40743 0.17470 -0.250 -0.055 0.148 -0.205
C -0.17205 0.42598 -1.25249 0.251 -0.080 0.081 -1.560
C 0.75323 -0.77977 -1.11755 -0.200 0.139 -0.242 -0.318
N 0.08768 -1.81949 -0.35855 -0.098 -0.066 -0.043 0.067
C 0.76872 -3.10330 -0.41947 0.016 0.016 -0.062 -1.781
C 2.17220 -3.08458 0.13295 0.139 0.072 -0.344 0.464
C 2.45214 -3.26337 1.49136 0.089 -0.039 0.027 -0.596
C 3.73384 -3.16144 1.99700 -0.098 -0.029 0.125 -0.789
C 4.82090 -2.87640 1.17409 0.138 0.075 -0.364 -0.843
C 4.55381 -2.70932 -0.16276 -0.499 -0.044 -0.070 0.731
C 3.25915 -2.80692 -0.66973 0.405 -0.076 0.426 0.985
O 3.28803 -2.60186 -2.02924 -0.425 -0.088 0.331 -0.522
C 4.64050 -2.37890 -2.35680 0.471 0.216 -1.189 -0.329
O 5.42502 -2.43512 -1.18666 0.088 -0.051 0.509 -0.461
C -0.18844 -1.36709 0.99112 -0.210 0.085 0.101 -0.563
C -1.13517 -0.16925 0.95451 0.318 -0.039 0.105 -1.383
H 1.81763 4.82225 0.40411 -0.008 0.096 -0.054 0.293
H 1.57001 4.07338 1.98937 -0.023 0.032 0.074 0.295
H 3.16821 4.68302 1.54092 0.093 0.088 0.047 0.415
H 3.04690 2.18997 1.37104 -0.009 0.073 -0.189 0.339
H 3.34743 2.93264 -0.23095 -0.082 -0.057 0.098 0.345
H -1.67678 2.55873 1.04211 0.019 0.055 -0.003 0.538
H -1.00799 2.96195 -0.54867 -0.010 0.043 0.047 0.575
H -2.17668 2.31272 -2.59649 0.113 0.042 -0.057 0.452
H -4.32992 1.71564 -3.63201 -0.027 0.006 -0.093 0.376
H -6.20260 0.91586 -2.22311 -0.121 -0.029 -0.056 0.440
H -5.32608 -0.23613 1.95599 -0.014 0.039 -0.007 0.295
H -5.89578 1.44470 2.16648 0.012 -0.042 -0.017 0.313
H -7.07083 0.11781 1.99933 0.087 0.025 0.029 0.248
H -3.74434 1.34323 1.24263 -0.008 -0.025 0.128 0.446
H 0.31489 1.19704 -1.84958 -0.053 0.029 -0.050 0.277
H -1.08720 0.11101 -1.75529 0.019 0.011 -0.023 0.486
H 0.99353 -1.17620 -2.10662 0.064 0.041 0.043 0.588
H 1.69772 -0.46240 -0.63854 0.035 -0.063 -0.069 0.186
H 0.16150 -3.82394 0.13496 0.062 -0.029 -0.074 0.609
H 0.80222 -3.40312 -1.47032 -0.059 -0.088 0.075 0.522
H 1.63578 -3.49493 2.15842 -0.107 -0.019 0.086 0.410
H 3.90137 -3.30527 3.05314 0.008 -0.018 0.101 0.400
H 5.82346 -2.79457 1.55815 0.141 0.006 0.059 0.453
H 4.98082 -3.15104 -3.06652 -0.101 0.126 0.224 0.230
H 4.74741 -1.38681 -2.82519 -0.054 -0.197 0.179 0.285
H -0.66672 -2.18548 1.53585 0.055 0.006 0.045 0.483
H 0.73151 -1.08568 1.53046 -0.064 -0.085 0.008 0.334
H -2.07682 -0.47618 0.49903 -0.004 0.003 0.014 0.480
H -1.31829 0.16892 1.97540 -0.079 0.023 0.008 0.265
```
Forces are in eV/Å.

Summary:
Kohn-Sham gap = 8.820 eV
2S+1 = 1
Highest occupied orbital energy = -8.116 eV
Charge = 0
Energy above the lowest of the compared OMol25 structures with the same formula, charge and spin = 8.8 kJ/mol
SMILES = CCOC(=O)C1(Cc2cccc(OC)c2)CCN(Cc2cccc3c2OCO3)CC1
E = -37086.1235 eV


Formula: Cl2H3N2P
Source: the OMol25 dataset
Level of theory: ωB97M-V/def2-TZVPD

XYZ file:
```
8
Properties=species:S:1:pos:R:3:forces:R:3:mulliken_charge:R:1
N 1.50675 -1.07729 -0.77838 0.337 0.146 0.085 -0.301
N 0.35970 -0.73662 -0.19594 -0.602 -0.105 0.038 -0.321
P -1.93009 1.39901 0.02033 0.169 0.117 -1.107 0.299
Cl -1.22368 2.60501 1.46467 0.334 0.495 0.585 -0.179
Cl -3.04872 0.13382 1.08267 -0.428 -0.604 0.432 -0.149
H 1.40749 -1.48089 -1.69804 0.077 0.119 0.143 0.224
H 2.38796 -0.61975 -0.56176 -0.272 -0.094 -0.101 0.215
H 0.54060 -0.22330 0.66643 0.386 -0.073 -0.074 0.212
```
Forces are in eV/Å.

Summary:
Kohn-Sham gap (alpha / beta) = 7.031 / 8.758 eV
2S+1 = 1
Highest occupied orbital energy (alpha / beta) = -7.789 / -7.860 eV
Charge = 0
Energy above the lowest of the compared OMol25 structures with the same formula, charge and spin = 331.3 kJ/mol
E = -37360.8397 eV